{
  "formula": "C35H52N3O2S3SiZr",
  "method": "wB97M-V/def2-TZVPD",
  "symbols": ["Zr", "O", "S", "C", "C", "C", "C", "S", "O", "C", "C", "C", "C", "C", "C", "C", "C", "C", "C", "C", "C", "H", "H", "H", "H", "H", "H", "H", "H", "H", "H", "H", "H", "H", "H", "H", "H", "H", "H", "N", "C", "C", "C", "C", "C", "C", "C", "H", "H", "H", "H", "H", "C", "Si", "C", "C", "C", "C", "C", "C", "C", "C", "H", "H", "H", "H", "H", "H", "H", "H", "H", "H", "H", "H", "H", "H", "H", "H", "H", "H", "H", "H", "H", "C", "N", "C", "S", "N", "C", "H", "H", "H", "H", "H", "H", "H", "H"],
  "positions_angstrom": [[-0.097181, 0.081662, -0.536407], [-0.069302, 1.394849, 0.976757], [-0.044130, 2.475693, 2.096849], [-1.551712, 3.432889, 1.736918], [-1.475651, 4.523761, 0.681035], [-1.266479, 4.078397, -0.769327], [-2.554884, 3.607211, -1.441932], [-2.399512, 2.019301, -2.302994], [-1.585312, 1.224344, -1.248643], [-1.192932, 2.324110, -3.571572], [0.079704, 1.781911, -3.487873], [0.985459, 1.995336, -4.519094], [0.604324, 2.750612, -5.619164], [-0.674839, 3.279942, -5.699688], [-1.589730, 3.061372, -4.682170], [1.215785, 3.643159, 1.721147], [1.552721, 4.418119, 2.830190], [2.455973, 5.457319, 2.661469], [3.028784, 5.677501, 1.418713], [2.707070, 4.870796, 0.336555], [1.786786, 3.843546, 0.472923], [-1.842908, 3.849529, 2.701295], [-2.269233, 2.640349, 1.500859], [-0.698701, 5.243002, 0.948052], [-2.419629, 5.068081, 0.769041], [-0.522259, 3.269599, -0.805035], [-0.836967, 4.901910, -1.338935], [-2.945523, 4.299712, -2.190631], [-3.364109, 3.419621, -0.732665], [0.397457, 1.181786, -2.609168], [1.976211, 1.570099, -4.460535], [1.303924, 2.918461, -6.424714], [-0.968499, 3.855432, -6.565223], [-2.591668, 3.455381, -4.764739], [1.127253, 4.219540, 3.802925], [2.723330, 6.075928, 3.504061], [3.742654, 6.477713, 1.295421], [3.175370, 5.043117, -0.621426], [1.546038, 3.202930, -0.370204], [0.931306, -1.800758, -1.148541], [1.413974, -2.854419, -1.079083], [1.990747, -4.134925, -0.964003], [1.571653, -5.179324, -1.800370], [2.153281, -6.424611, -1.645460], [3.124542, -6.624533, -0.672758], [3.537452, -5.586146, 0.154128], [2.978028, -4.331084, 0.014205], [0.819101, -5.013361, -2.555324], [1.850928, -7.241455, -2.282387], [3.567482, -7.604133, -0.557548], [4.292943, -5.763175, 0.904743], [3.280632, -3.510370, 0.648902], [-3.592279, -0.287595, 0.611725], [-2.168725, -1.514977, 0.324551], [-2.653111, -2.613230, -1.185479], [-1.876937, -3.920804, -1.310435], [-4.150539, -2.958784, -1.087238], [-2.440490, -1.783054, -2.461337], [-1.709929, -2.365182, 1.975185], [-1.570282, -1.286383, 3.056584], [-0.384806, -3.124562, 1.889222], [-2.821097, -3.338107, 2.392433], [-4.430097, -0.806769, 1.081179], [-3.965932, 0.138791, -0.317139], [-3.315890, 0.529238, 1.276804], [-1.959732, -4.542525, -0.421814], [-0.817641, -3.740182, -1.513107], [-2.274433, -4.500252, -2.145223], [-4.383794, -3.522524, -0.186192], [-4.434775, -3.578062, -1.938264], [-4.785270, -2.077157, -1.105057], [-1.375334, -1.521384, -2.619047], [-3.034503, -0.866913, -2.463807], [-2.730231, -2.352634, -3.346542], [-0.781760, -0.554750, 2.811267], [-1.293171, -1.747466, 4.004474], [-2.499737, -0.746200, 3.223217], [0.458914, -2.442511, 1.695865], [-0.382675, -3.894414, 1.117312], [-0.178146, -3.616310, 2.840664], [-3.786994, -2.846352, 2.490563], [-2.580983, -3.774757, 3.363009], [-2.928836, -4.161633, 1.689037], [5.785796, -1.140972, 1.480767], [4.584881, -0.454919, 1.021252], [4.259890, -0.022839, -0.187400], [2.683306, 0.659660, -0.402701], [5.071349, -0.017592, -1.229468], [6.510197, -0.246483, -1.300133], [5.507639, -1.729658, 2.353752], [6.567776, -0.438140, 1.768551], [6.154537, -1.821314, 0.714712], [3.896406, -0.237740, 1.726066], [4.618879, 0.246091, -2.092011], [7.004609, 0.147163, -0.413992], [6.881966, 0.302077, -2.162461], [6.742656, -1.302527, -1.428252]],
  "forces_ev_per_angstrom": [[0.38, 0.18, 0.76], [0.29, -0.18, -0.11], [-0.34, 0.15, 0.05], [-0.06, -0.25, -0.13], [-0.04, 0.18, 0.03], [0.28, -0.27, -0.08], [-0.06, -0.10, -0.12], [0.04, 0.23, 0.04], [0.06, -0.32, -0.52], [0.03, 0.06, 0.00], [0.20, -0.29, 0.36], [-0.14, -0.03, 0.15], [0.07, -0.05, 0.04], [-0.09, 0.02, 0.01], [0.07, -0.06, 0.08], [0.18, -0.05, 0.25], [0.13, 0.04, -0.24], [-0.06, -0.08, 0.04], [0.02, 0.04, 0.04], [-0.06, -0.10, -0.11], [-0.07, -0.05, -0.07], [0.05, 0.02, 0.08], [-0.05, 0.05, 0.01], [-0.03, -0.07, 0.04], [0.02, 0.10, -0.06], [-0.21, 0.30, 0.01], [-0.06, 0.01, 0.00], [0.01, 0.01, 0.00], [-0.03, -0.05, 0.01], [-0.02, 0.52, -0.77], [0.05, -0.01, 0.00], [0.04, 0.00, -0.03], [-0.02, 0.02, -0.03], [-0.14, 0.05, 0.00], [-0.07, -0.04, 0.13], [0.02, 0.05, 0.06], [0.05, 0.06, -0.02], [0.03, 0.01, -0.05], [0.07, 0.15, 0.17], [0.15, -0.95, 0.00], [-0.41, 0.76, -0.14], [0.18, -0.16, 0.01], [0.16, -0.04, 0.08], [-0.07, 0.12, -0.02], [0.01, -0.04, -0.01], [-0.03, 0.12, 0.02], [-0.03, -0.12, -0.07], [-0.06, 0.02, -0.05], [-0.03, -0.05, -0.04], [0.01, -0.02, 0.00], [0.03, 0.00, 0.04], [0.01, 0.04, 0.05], [0.20, -0.21, 0.06], [-0.01, -0.12, 0.21], [-0.17, 0.22, 0.08], [0.26, 0.09, 0.00], [0.10, 0.05, 0.05], [0.21, 0.02, 0.01], [-0.08, 0.06, -0.11], [0.18, 0.17, -0.13], [0.19, 0.14, -0.12], [0.05, 0.00, -0.05], [-0.02, -0.04, 0.03], [-0.01, 0.01, -0.13], [0.07, 0.06, 0.06], [0.00, -0.04, 0.08], [-0.17, -0.09, 0.07], [-0.02, -0.03, -0.09], [0.00, -0.05, 0.09], [-0.02, -0.06, -0.09], [-0.07, 0.13, 0.02], [-0.10, -0.01, 0.02], [-0.02, 0.03, 0.03], [-0.04, -0.05, -0.05], [-0.15, -0.13, 0.04], [0.03, -0.06, 0.10], [-0.10, 0.07, 0.00], [-0.08, -0.06, 0.00], [-0.01, -0.03, -0.04], [0.01, -0.05, 0.08], [-0.10, 0.06, -0.01], [0.02, -0.02, 0.09], [-0.02, -0.07, -0.07], [0.21, -0.20, 0.05], [-0.17, 0.07, 0.15], [-0.17, -0.27, -0.02], [-0.66, 0.53, -0.11], [-0.19, -0.08, -0.21], [0.28, 0.07, 0.05], [0.06, 0.03, -0.04], [-0.01, -0.08, 0.00], [-0.02, 0.07, 0.13], [0.04, -0.03, -0.07], [0.04, 0.02, 0.09], [-0.02, -0.05, -0.13], [0.02, -0.04, 0.03], [0.04, 0.04, 0.00]],
  "e_above_lowest_kj_mol": 147.1,
  "e_lumo_ev": -8.30,
  "homo_energy_ev": -15.41,
  "homo_lumo_gap_ev": 7.1092,
  "total_charge": 3
}

---

{
  "formula": "C6H7NO3",
  "method": "wB97M-V/def2-TZVPD",
  "symbols": ["C", "O", "C", "O", "C", "C", "C", "C", "N", "H", "H", "H", "H", "H", "O", "H", "H"],
  "positions_angstrom": [[-2.762079, 2.401941, -1.050611], [-1.802196, 1.410786, -0.680694], [-1.281965, 0.664543, -1.636780], [-1.568857, 0.738130, -2.811711], [-0.335935, -0.285528, -1.078913], [0.375133, -1.099746, -0.538160], [1.201367, -2.100622, 0.133584], [1.413993, -1.832511, 1.571310], [1.171780, -1.649181, 2.710319], [-3.063865, 2.883959, -0.117796], [-2.303731, 3.135757, -1.725249], [-3.628350, 1.930382, -1.530977], [0.733593, -3.092820, 0.030042], [2.184267, -2.160911, -0.359869], [3.574216, -0.461716, 2.385011], [3.349295, 0.101956, 1.630639], [2.743334, -0.584418, 3.069853]],
  "forces_ev_per_angstrom": [[-0.23, 0.20, -0.26], [0.05, 0.17, 0.77], [-0.28, -0.06, -1.29], [0.25, -0.04, 0.73], [0.78, -0.94, 0.74], [-0.76, 0.88, -0.36], [0.96, -0.27, -0.32], [-2.54, 0.23, 3.21], [0.84, -0.74, -3.36], [0.10, -0.14, -0.20], [-0.18, -0.22, 0.11], [0.26, 0.16, 0.05], [0.16, 0.28, 0.14], [-0.28, -0.04, 0.05], [-1.70, -0.36, 2.36], [-0.46, 0.01, 0.71], [3.02, 0.87, -3.08]],
  "e_above_lowest_kj_mol": 295.1,
  "e_lumo_ev": 0.43,
  "homo_energy_ev": -10.69,
  "homo_lumo_gap_ev": 11.1152
}

---

{
  "formula": "C2H11NO4",
  "method": "wB97M-V/def2-TZVPD",
  "symbols": ["C", "N", "C", "O", "H", "H", "H", "H", "H", "H", "H", "O", "H", "H", "O", "H", "H", "O"],
  "positions_angstrom": [[1.648639, -1.260624, 0.751074], [0.514842, -1.923005, -0.002267], [-0.802510, -1.304249, 0.126367], [2.079779, -0.142619, 0.203795], [2.411268, -2.084822, 0.752563], [0.818733, -1.848100, -0.976355], [-1.021717, -1.243470, 1.185394], [-1.514942, -1.943837, -0.405522], [-0.754686, -0.298429, -0.279896], [-2.526696, 1.958570, -0.998161], [-0.125926, 1.397033, -1.290898], [-1.636080, 2.132076, -0.652890], [1.410527, 0.910316, -1.227498], [1.176528, -1.241215, 1.768689], [0.589996, 0.885207, -1.738335], [-1.751320, 1.493583, 0.420706], [-1.007501, 1.273807, 1.913027], [-1.756927, 0.883410, 1.451934]],
  "forces_ev_per_angstrom": [[-0.21, -2.54, 1.08], [0.80, 0.76, -1.06], [0.87, -0.48, 0.08], [-0.34, 0.13, 0.16], [-0.10, 0.55, 0.23], [-0.27, -0.16, -0.03], [-0.36, 0.06, -0.04], [-0.02, 0.23, 0.04], [-0.48, -0.04, -0.05], [0.50, 0.19, -0.15], [-0.05, 0.12, 0.01], [-0.55, -0.32, -0.01], [-0.66, 0.13, 0.15], [0.60, 0.79, -0.33], [0.23, -0.01, -0.68], [0.33, -0.02, 0.50], [-0.07, 0.04, 0.05], [-0.23, 0.59, 0.05]],
  "e_above_lowest_kj_mol": 187.4,
  "e_lumo_ev": [3.89, 1.24],
  "homo_energy_ev": [-4.43, -4.43],
  "homo_lumo_gap_ev": [8.3171, 5.6696],
  "total_charge": -1,
  "multiplicity": 2
}

---

{
  "formula": "C4H7N3OS",
  "method": "wB97M-V/def2-TZVPD",
  "symbols": ["C", "C", "C", "C", "N", "N", "N", "O", "S", "H", "H", "H", "H", "H", "H", "H"],
  "positions_angstrom": [[1.385480, 1.716978, -0.423538], [-0.065692, 2.040506, -0.249113], [1.038157, -0.584437, -0.167269], [-1.414707, -1.409433, -0.097401], [1.809857, 0.535120, -0.343874], [-0.762845, 0.840254, -0.164716], [-0.328654, -0.481634, -0.546491], [-0.610461, 3.104310, 0.057094], [1.523157, -0.895450, 1.651000], [2.129096, 2.432771, -0.782039], [1.498783, -1.302437, -0.731506], [-1.356476, -1.539461, 0.940918], [-2.400688, -1.027011, -0.273012], [-1.426272, -2.357727, -0.683947], [-1.786038, 0.911272, -0.038862], [0.767304, -1.983620, 1.852754]],
  "forces_ev_per_angstrom": [[0.24, 0.43, -1.19], [-1.40, -0.70, 1.44], [-1.21, -0.57, 2.64], [1.36, -0.56, -1.72], [1.39, 1.72, -1.06], [-1.45, 0.82, 0.16], [-1.68, 1.48, -0.40], [1.17, -1.25, -0.99], [-0.48, -0.26, -0.06], [-0.42, 0.42, 0.67], [0.84, -2.37, -1.16], [0.22, -0.65, 1.63], [-0.29, 0.84, -0.48], [0.57, 0.59, 0.66], [1.12, 0.15, -0.10], [0.02, -0.09, -0.03]],
  "e_above_lowest_kj_mol": 274.8,
  "e_lumo_ev": -0.04,
  "homo_energy_ev": -8.70,
  "homo_lumo_gap_ev": 8.6563
}